*w*
# FH5N3P

One molecule with the formula FH5N3P (ωB97M-V/def2-TZVPD, OMol25).

Properties
- Total charge: 0
- Kohn-Sham gap: 10.43 eV
- SMILES string: N=P(N)(N)F
- 2S+1: 1
- E_LUMO: 0.55 eV

CARTESIAN COORDINATES (ANGSTROEM)
1 N -0.028 -1.328 1.271
2 P -0.289 -0.197 0.255
3 N -0.331 -0.720 -1.314
4 N 0.917 1.597 0.454
5 F -1.695 0.611 0.303
6 H 0.127 -1.023 2.215
7 H 0.161 -1.599 -1.387
8 H -1.271 -0.779 -1.682
9 H 0.569 2.174 -0.307
10 H 1.840 1.264 0.193

What are the Mulliken partial charges on each atom? They are as follows, in elementary charge units: atom 1 (N): -0.649, atom 2 (P): 0.852, atom 3 (N): -0.556, atom 4 (N): -0.663, atom 5 (F): -0.306, atom 6 (H): 0.255, atom 7 (H): 0.295, atom 8 (H): 0.280, atom 9 (H): 0.243, atom 10 (H): 0.251

***

*x*
# FH5N3P

A 2-piece molecular cluster, FH5N3P overall (ωB97M-V/def2-TZVPD, OMol25).

Properties
- Total charge: 0
- Kohn-Sham gap: 10.37 eV
- SMILES string: [H]/N=P(\F)=N/[H].N
- 2S+1: 1
- E_LUMO: 0.14 eV

CARTESIAN COORDINATES (ANGSTROEM)
1 H 1.200 -1.217 -2.363
2 N 1.201 -0.233 -2.260
3 P 1.199 0.431 -0.884
4 F 1.132 -0.561 0.370
5 N 1.244 1.800 -0.242
6 H 1.427 2.727 -0.821
7 N -1.931 -0.472 1.383
8 H -0.858 -0.508 1.437
9 H -2.363 -0.553 2.339
10 H -2.251 -1.415 1.040

What are the Mulliken partial charges on each atom? They are as follows, in elementary charge units: atom 1 (H): 0.270, atom 2 (N): -0.612, atom 3 (P): 0.875, atom 4 (F): -0.268, atom 5 (N): -0.560, atom 6 (H): 0.284, atom 7 (N): -0.682, atom 8 (H): 0.238, atom 9 (H): 0.228, atom 10 (H): 0.226

***

*w* (23.7 kcal/mol below the next structure)

***

*w*
# C3H10O2

A 2-piece molecular cluster, C3H10O2 overall (ωB97M-V/def2-TZVPD, OMol25).

Properties
- Total charge: 0
- Kohn-Sham gap: 11.28 eV
- SMILES string: CCO.CO
- 2S+1: 1
- E_LUMO: 0.85 eV

CARTESIAN COORDINATES (ANGSTROEM)
1 C 0.872 1.179 -0.486
2 C -0.459 1.218 -1.178
3 O -0.967 2.547 -1.294
4 H 0.956 1.559 0.535
5 H 1.238 0.156 -0.343
6 H 1.631 1.728 -1.050
7 H -1.248 0.701 -0.632
8 H -0.435 0.716 -2.152
9 H -0.343 3.074 -1.808
10 C -0.419 -2.205 1.058
11 O -0.166 -1.847 2.423
12 H 0.099 -3.142 0.863
13 H -1.461 -2.318 0.991
14 H -0.057 -1.411 0.414
15 H 0.760 -1.954 2.660

What are the Mulliken partial charges on each atom? They are as follows, in elementary charge units: atom 1 (C): -0.917, atom 2 (C): -0.197, atom 3 (O): -0.530, atom 4 (H): 0.274, atom 5 (H): 0.247, atom 6 (H): 0.325, atom 7 (H): 0.256, atom 8 (H): 0.246, atom 9 (H): 0.302, atom 10 (C): -0.184, atom 11 (O): -0.515, atom 12 (H): 0.280, atom 13 (H): 0.230, atom 14 (H): -0.105, atom 15 (H): 0.288

***

*x*
# C3H10O2

A 2-piece molecular cluster, C3H10O2 overall (ωB97M-V/def2-TZVPD, OMol25).

Properties
- Total charge: 0
- Kohn-Sham gap: 10.94 eV
- SMILES string: CCO.CO
- 2S+1: 1
- E_LUMO: 0.82 eV

CARTESIAN COORDINATES (ANGSTROEM)
1 C -1.464 1.087 -1.114
2 C -1.115 0.133 -0.089
3 O -2.062 -0.082 0.927
4 H -1.543 2.178 -0.625
5 H -0.906 1.041 -2.064
6 H -2.520 0.867 -1.543
7 H -0.148 0.428 0.323
8 H -1.030 -0.809 -0.588
9 H -2.052 0.571 1.753
10 C 2.121 -0.744 0.871
11 O 1.903 -0.822 -0.585
12 H 1.330 -1.233 1.394
13 H 3.004 -1.277 1.197
14 H 2.238 0.290 1.151
15 H 2.244 -1.629 -1.009

What are the Mulliken partial charges on each atom? They are as follows, in elementary charge units: atom 1 (C): -0.986, atom 2 (C): 0.213, atom 3 (O): -0.575, atom 4 (H): 0.221, atom 5 (H): 0.323, atom 6 (H): 0.248, atom 7 (H): -0.014, atom 8 (H): 0.263, atom 9 (H): 0.312, atom 10 (C): -0.668, atom 11 (O): -0.507, atom 12 (H): 0.298, atom 13 (H): 0.329, atom 14 (H): 0.259, atom 15 (H): 0.284

***

*w* (15.9 kcal/mol below the next structure)

***

*w*
# C3H10O2

A 2-piece molecular cluster, C3H10O2 overall (ωB97M-V/def2-TZVPD, OMol25).

Properties
- Total charge: 0
- Kohn-Sham gap: 10.89 eV
- SMILES string: CC(C)O.O
- 2S+1: 1
- E_LUMO: 0.55 eV

CARTESIAN COORDINATES (ANGSTROEM)
1 C -1.117 0.737 -1.535
2 C -0.486 -0.121 -0.352
3 C 1.008 -0.068 -0.364
4 O -0.930 -1.483 -0.499
5 H -0.686 0.463 -2.512
6 H -0.930 1.810 -1.357
7 H -2.207 0.572 -1.573
8 H -0.830 0.295 0.616
9 H 1.507 -0.678 0.408
10 H 1.215 0.996 -0.159
11 H 1.435 -0.326 -1.347
12 H -0.459 -1.950 0.222
13 O 0.632 0.261 2.890
14 H 1.526 -0.001 3.206
15 H 0.323 -0.505 2.356

What are the Mulliken partial charges on each atom? They are as follows, in elementary charge units: atom 1 (C): -1.315, atom 2 (C): 0.431, atom 3 (C): -1.066, atom 4 (O): -0.540, atom 5 (H): 0.343, atom 6 (H): 0.356, atom 7 (H): 0.322, atom 8 (H): 0.171, atom 9 (H): 0.309, atom 10 (H): 0.282, atom 11 (H): 0.361, atom 12 (H): 0.340, atom 13 (O): -0.633, atom 14 (H): 0.324, atom 15 (H): 0.317

***

*x*
# C3H10O2

A 2-piece molecular cluster, C3H10O2 overall (ωB97M-V/def2-TZVPD, OMol25).

Properties
- Total charge: 0
- Kohn-Sham gap: 10.25 eV
- SMILES string: CCO.CO
- 2S+1: 1
- E_LUMO: 0.76 eV

CARTESIAN COORDINATES (ANGSTROEM)
1 C -2.708 0.368 -0.819
2 C -1.708 -0.201 0.204
3 O -0.384 -0.072 -0.262
4 H -2.914 1.442 -0.748
5 H -3.554 -0.305 -0.666
6 H -2.320 0.248 -1.833
7 H -1.833 0.384 1.128
8 H -1.791 -1.291 0.404
9 H 0.331 0.060 0.381
10 C 2.936 -0.435 0.246
11 O 2.054 0.588 0.631
12 H 2.624 -1.411 0.643
13 H 3.968 -0.240 0.520
14 H 2.891 -0.494 -0.863
15 H 2.407 1.360 1.033

What are the Mulliken partial charges on each atom? They are as follows, in elementary charge units: atom 1 (C): -0.971, atom 2 (C): -0.158, atom 3 (O): -0.506, atom 4 (H): 0.298, atom 5 (H): 0.279, atom 6 (H): 0.275, atom 7 (H): 0.260, atom 8 (H): 0.257, atom 9 (H): 0.311, atom 10 (C): -0.559, atom 11 (O): -0.558, atom 12 (H): 0.203, atom 13 (H): 0.358, atom 14 (H): 0.213, atom 15 (H): 0.299

***

*y*
# C3H10O2

A 2-piece molecular cluster, C3H10O2 overall (ωB97M-V/def2-TZVPD, OMol25).

Properties
- Total charge: 0
- Kohn-Sham gap: 11.32 eV
- SMILES string: CC(C)O.O
- 2S+1: 1
- E_LUMO: 0.75 eV

CARTESIAN COORDINATES (ANGSTROEM)
1 C -0.519 1.199 -0.528
2 C -0.686 -0.272 -0.274
3 C 0.508 -0.999 -0.930
4 O -1.911 -0.718 -0.856
5 H -1.495 1.716 -0.596
6 H -0.159 1.309 -1.592
7 H 0.061 1.739 0.200
8 H -0.615 -0.491 0.817
9 H 1.417 -1.104 -0.319
10 H 0.867 -0.689 -1.891
11 H 0.278 -2.053 -1.069
12 H -2.586 -0.092 -0.729
13 O 1.543 0.263 2.982
14 H 1.065 -0.365 2.380
15 H 2.230 0.557 2.405

What are the Mulliken partial charges on each atom? They are as follows, in elementary charge units: atom 1 (C): -1.208, atom 2 (C): 0.726, atom 3 (C): -1.218, atom 4 (O): -0.534, atom 5 (H): 0.372, atom 6 (H): 0.289, atom 7 (H): 0.284, atom 8 (H): 0.014, atom 9 (H): 0.277, atom 10 (H): 0.324, atom 11 (H): 0.368, atom 12 (H): 0.305, atom 13 (O): -0.642, atom 14 (H): 0.329, atom 15 (H): 0.314

***

*w* (5.9 kcal/mol below the next structure)